No. 1
# C5H10N2O

A single C5H10N2O molecule at a distorted geometry (ωB97M-V/def2-TZVPD, the OMol25 dataset).

Summary:
Energy above the lowest of the compared OMol25 structures with the same formula, charge and spin in kcal per mole: 62.0
Electronic energy in eV: -10372.6180
Orbital gap in eV: 8.0

Geometry as ORCA input:
```
! RIJCOSX wB97M-V def2-TZVPD def2/J DEFGRID3
* xyz 0 1
C -1.796 0.816 -0.274
C -0.395 -0.937 0.813
C 0.762 -0.774 -0.217
N 0.541 -0.723 -1.590
N 1.994 1.331 -0.085
C 1.364 0.220 0.493
C -1.578 -0.342 0.650
O -0.219 -1.891 1.791
H 0.614 -2.346 1.611
H 0.089 -1.540 -1.966
H 1.298 -0.321 -2.131
H 2.164 2.084 0.568
H 1.543 1.660 -0.928
H 1.599 0.087 1.543
H -2.410 -0.682 1.251
H -2.857 1.053 -0.341
H -1.281 1.708 0.090
H -1.431 0.600 -1.278
*
```

=====

No. 2
# C47H33CoI4N4OSi

A molecular structure, C47H33CoI4N4OSi at a distorted geometry (ωB97M-V/def2-TZVPD, the OMol25 dataset).

Summary:
Energy above the lowest of the compared OMol25 structures with the same formula, charge and spin in kcal per mole: 0.0
Electronic energy in eV: -135191.4403
Orbital gap (alpha / beta) in eV: 4.7 / 4.8
Expectation value of S²: 6.1396

Geometry as ORCA input:
```
! RIJCOSX wB97M-V def2-TZVPD def2/J DEFGRID3
* xyz 0 5
Co -0.312 0.166 0.275
I 3.305 8.515 -3.203
C 2.485 6.716 -2.483
C 2.291 5.658 -3.356
C 1.754 4.473 -2.877
C 1.423 4.337 -1.531
C 1.631 5.411 -0.671
C 2.153 6.606 -1.142
C 0.892 3.056 -1.012
C -0.305 2.560 -1.510
C -1.079 3.145 -2.538
C -1.988 2.197 -2.933
C -1.763 1.051 -2.127
C -2.527 -0.184 -2.132
C -2.949 -0.860 -3.320
C -3.494 -2.166 -3.252
C -3.881 -2.854 -4.381
C -3.730 -2.273 -5.634
I -4.325 -3.318 -7.355
C -3.143 -1.021 -5.749
C -2.744 -0.340 -4.618
C -2.913 -0.624 -0.816
N -2.132 -0.481 0.270
C -2.872 -0.919 1.353
C -2.346 -1.222 2.603
C -3.266 -1.659 3.679
C -3.283 -2.969 4.147
C -4.122 -3.340 5.186
C -4.947 -2.388 5.764
I -6.207 -2.936 7.359
C -4.957 -1.082 5.303
C -4.123 -0.725 4.255
C -0.975 -1.188 2.864
C -0.337 -1.703 4.025
C 1.004 -1.534 3.845
C 1.171 -0.851 2.604
N -0.031 -0.662 2.011
C 2.384 -0.264 2.176
C 2.396 0.760 1.227
C 3.524 1.585 0.916
C 3.075 2.583 0.108
C 1.693 2.328 -0.132
N 1.298 1.204 0.545
C 3.620 -0.617 2.908
C 4.101 -1.925 2.879
C 5.245 -2.279 3.576
C 5.905 -1.318 4.325
I 7.641 -1.847 5.387
C 5.437 -0.015 4.385
C 4.299 0.331 3.675
C -4.174 -1.265 0.923
C -4.197 -1.101 -0.437
N -0.790 1.290 -1.234
H 2.563 5.748 -4.399
H 1.608 3.636 -3.549
H 1.374 5.313 0.377
H 2.302 7.438 -0.469
H -0.956 4.146 -2.920
H -2.764 2.313 -3.668
H -3.568 -2.667 -2.299
H -4.281 -3.855 -4.290
H -2.987 -0.576 -6.722
H -2.240 0.603 -4.753
H -2.643 -3.712 3.687
H -4.133 -4.362 5.537
H -5.607 -0.344 5.752
H -4.129 0.294 3.888
H -0.842 -2.150 4.864
H 1.797 -1.800 4.523
H 4.528 1.415 1.264
H 3.642 3.394 -0.317
H 3.574 -2.665 2.289
H 5.621 -3.292 3.530
H 5.953 0.725 4.982
H 3.917 1.342 3.733
H -4.958 -1.634 1.565
H -5.034 -1.239 -1.100
C 0.159 -2.351 -3.361
Si 1.356 -1.595 -2.091
C 2.713 -2.856 -1.698
C 2.131 -0.059 -2.899
O 0.573 -1.207 -0.758
H 0.682 -2.906 -4.144
H -0.433 -1.566 -3.836
H -0.528 -3.030 -2.849
H 3.332 -3.064 -2.575
H 2.266 -3.794 -1.363
H 3.365 -2.487 -0.902
H 2.486 -0.248 -3.915
H 2.971 0.318 -2.306
H 1.375 0.733 -2.942
*
```

=====

No. 3
# H8O4

4 unconnected molecules or ions with the total composition H8O4 (ωB97M-V/def2-TZVPD, the OMol25 dataset).

Summary:
Energy above the lowest of the compared OMol25 structures with the same formula, charge and spin in kcal per mole: 17.9
Electronic energy in eV: -8319.8982
Orbital gap in eV: 11.3

Geometry as ORCA input:
```
! RIJCOSX wB97M-V def2-TZVPD def2/J DEFGRID3
* xyz 0 1
O -17.101 6.430 7.575
H -16.890 5.496 7.685
H -16.665 6.692 6.751
O -17.962 9.112 6.018
H -17.996 10.071 5.944
H -17.845 8.945 6.965
O -20.178 5.945 6.662
H -19.667 5.183 6.948
H -20.051 6.598 7.360
O -17.419 8.877 8.960
H -17.715 9.001 9.867
H -17.086 7.960 8.911
*
```

=====

No. 4
# C5H12N

2 unconnected molecules or ions with the total composition C5H12N at a distorted geometry (ωB97M-V/def2-TZVPD, the OMol25 dataset).

Summary:
Energy above the lowest of the compared OMol25 structures with the same formula, charge and spin in kcal per mole: 29.6
Electronic energy in eV: -6866.4805
Orbital gap (alpha / beta) in eV: 9.7 / 7.7
Expectation value of S²: 0.7539

Geometry as ORCA input:
```
! RIJCOSX wB97M-V def2-TZVPD def2/J DEFGRID3
* xyz 0 2
C 4.517 0.482 -0.478
C 0.079 -0.036 -0.175
N 1.317 -0.216 0.330
C -3.226 0.414 0.697
C -2.404 -0.230 -0.449
C -1.094 -0.644 0.161
H 3.884 1.003 -1.198
H 5.013 1.210 0.175
H 5.284 -0.136 -0.945
H 3.966 -0.065 0.241
H -3.456 -0.388 1.398
H 0.228 0.573 -1.082
H -2.594 1.133 1.222
H -4.000 0.970 0.162
H -2.254 0.489 -1.243
H -2.926 -1.120 -0.803
H 1.878 -1.015 0.040
H -1.145 -1.129 1.136
*
```

=====

No. 5
# C5H13NO

2 unconnected molecules or ions with the total composition C5H13NO at a distorted geometry (ωB97M-V/def2-TZVPD, the OMol25 dataset).

Summary:
Energy above the lowest of the compared OMol25 structures with the same formula, charge and spin in kcal per mole: 43.3
Electronic energy in eV: -8932.1329
Orbital gap in eV: 8.9

Geometry as ORCA input:
```
! RIJCOSX wB97M-V def2-TZVPD def2/J DEFGRID3
* xyz 0 1
C -1.482 -1.488 0.963
C -0.895 -1.077 -0.355
C 0.401 -0.335 -0.381
C 0.393 0.880 -1.043
N 1.587 1.732 -1.193
C 1.647 -0.972 0.149
H -1.971 -2.407 0.996
H -2.150 -0.658 1.351
H -0.639 -1.494 1.731
H -1.651 -0.519 -0.883
H -0.666 -2.020 -0.833
H -0.575 1.366 -1.122
H 2.427 1.130 -1.105
H 1.614 2.154 -2.093
H 2.288 -1.329 -0.661
H 2.399 -0.265 0.512
H 1.324 -1.814 0.760
H -0.955 3.048 1.005
H -1.682 1.706 0.765
O -1.412 2.362 1.438
*
```

=====

No. 6
# H3N2O4

2 unconnected molecules or ions with the total composition H3N2O4 at a distorted geometry (ωB97M-V/def2-TZVPD, the OMol25 dataset).

Summary:
Energy above the lowest of the compared OMol25 structures with the same formula, charge and spin in kcal per mole: 23.4
Electronic energy in eV: -11214.0611
Orbital gap in eV: 7.6

Geometry as ORCA input:
```
! RIJCOSX wB97M-V def2-TZVPD def2/J DEFGRID3
* xyz -1 1
N 0.095 0.983 0.651
N 1.593 0.934 -1.099
O 1.580 1.413 0.015
O -2.236 -1.939 0.112
O -0.538 0.247 -0.176
O 2.448 1.382 -1.923
H -1.476 -1.228 0.026
H 0.455 0.570 1.523
H -1.922 -2.362 0.870
*
```

=====

No. 7
# C27H30CrN4O5Se2

A molecular structure, C27H30CrN4O5Se2 (ωB97M-V/def2-TZVPD, the OMol25 dataset).

Summary:
Energy above the lowest of the compared OMol25 structures with the same formula, charge and spin in kcal per mole: 0.0
Electronic energy in eV: -203802.7290
Orbital gap (alpha / beta) in eV: 5.2 / 5.1
Expectation value of S²: 3.7907

Geometry as ORCA input:
```
! RIJCOSX wB97M-V def2-TZVPD def2/J DEFGRID3
* xyz -1 4
Cr -0.891 0.357 -0.380
O -0.819 1.878 0.847
C -1.606 2.899 0.790
C -1.128 4.171 1.203
C -1.935 5.275 1.184
C -3.285 5.202 0.789
C -3.786 3.981 0.422
C -2.970 2.833 0.391
C -3.577 1.557 0.154
N -2.933 0.494 -0.167
C -3.509 -0.813 0.114
C -2.692 -1.412 1.268
N -1.289 -1.012 1.128
C -0.435 -1.410 1.998
C 0.973 -1.147 1.977
C 1.748 -1.648 3.046
C 3.107 -1.506 3.069
C 3.736 -0.864 1.982
C 3.023 -0.367 0.927
C 1.607 -0.470 0.899
O 0.980 0.010 -0.127
H -0.090 4.231 1.503
H -1.524 6.232 1.486
H -3.909 6.085 0.788
H -4.828 3.881 0.137
H -4.653 1.472 0.344
H -3.429 -1.449 -0.765
H -4.564 -0.730 0.391
H -2.781 -2.502 1.256
H -3.081 -1.045 2.224
H -0.789 -2.029 2.830
H 1.237 -2.162 3.854
H 3.693 -1.896 3.892
H 4.816 -0.776 1.970
H 3.494 0.072 0.057
O 2.407 2.982 -5.135
C 1.555 1.838 -5.270
C 1.662 0.941 -4.036
C 0.852 -0.325 -4.335
O -0.421 -0.088 -4.936
C 3.144 0.550 -3.851
Se 3.644 -0.816 -2.507
C 1.212 1.707 -2.782
Se -0.726 1.861 -2.378
H 2.115 3.636 -5.774
H 1.846 1.261 -6.158
H 0.517 2.157 -5.401
H 0.775 -0.902 -3.409
H 1.409 -0.943 -5.043
H -0.900 0.476 -4.302
H 3.697 1.455 -3.601
H 3.518 0.216 -4.823
H 1.543 2.741 -2.862
H 1.687 1.257 -1.913
N 2.136 -4.112 -1.965
C 0.887 -4.524 -2.230
O 0.523 -5.691 -2.308
C -0.095 -3.405 -2.439
C -0.998 -3.453 -3.486
C -1.874 -2.398 -3.666
C -1.841 -1.349 -2.770
N -1.009 -1.317 -1.725
C -0.130 -2.316 -1.579
H 2.845 -4.825 -1.918
H 2.420 -3.159 -2.245
H -0.989 -4.303 -4.156
H -2.557 -2.362 -4.502
H -2.485 -0.486 -2.884
H 0.558 -2.243 -0.751
*
```

=====

No. 8
# C5H9NO

A molecular structure, C5H9NO (ωB97M-V/def2-TZVPD, the OMol25 dataset).

Summary:
Energy above the lowest of the compared OMol25 structures with the same formula, charge and spin in kcal per mole: 126.7
Electronic energy in eV: -8863.7169
Orbital gap in eV: 9.7

Geometry as ORCA input:
```
! RIJCOSX wB97M-V def2-TZVPD def2/J DEFGRID3
* xyz 0 1
O 1.484 0.412 1.656
C 1.494 -0.115 0.350
C 0.466 -1.252 0.138
C -0.500 -0.188 -0.394
C -1.814 -0.325 -1.031
N -1.477 0.334 0.583
C 0.692 0.737 -0.670
H 0.564 0.431 1.956
H 2.540 -0.318 0.107
H 0.158 -1.815 1.024
H 0.760 -1.942 -0.658
H -2.384 -0.293 0.227
H -2.028 0.578 -1.623
H -1.607 1.339 0.476
H 1.060 0.610 -1.693
H 0.591 1.805 -0.446
*
```